The following is a DFT calculation (ωB97M-V with the def2-TZVPD basis set) of C19H19F4HgN2O5 as an isolated structure at a distorted geometry.

Output
- total charge = +1
- HOMO-LUMO gap (hartree) = 0.1027
- HOMO energy (Eh) = -0.4162

Each line ends with the Mulliken charge.
Atoms and positions in Å:
C (0.132, -3.987, 0.769)  0.196
F (3.961, 0.059, 1.743)  -0.294
H (1.884, -5.170, 0.980)  0.361
C (-2.689, -2.504, -0.053)  -1.032
H (0.431, -2.944, 0.869)  0.105
C (-1.104, -0.706, -0.965)  1.005
C (-3.564, 2.192, 1.021)  -1.147
O (-1.244, -4.216, 1.063)  -0.393
C (1.982, 2.595, -2.539)  -1.170
H (2.262, 1.784, -3.205)  0.381
C (-2.645, 1.229, 0.311)  1.200
C (1.059, -4.859, 1.618)  -1.341
O (3.901, 1.566, -1.497)  -0.380
H (1.852, 3.500, -3.127)  0.429
H (-1.437, -2.313, 1.794)  0.547
C (3.555, 0.214, 0.475)  0.950
H (1.518, -4.269, 2.407)  0.307
C (-0.312, -1.696, -1.685)  0.314
H (3.763, 3.588, -1.765)  0.402
C (-2.012, -3.096, 1.292)  -0.647
O (0.882, -1.876, -1.402)  -0.389
H (-2.409, -3.104, -0.909)  0.522
H (5.390, 0.779, -0.404)  0.379
F (2.250, 0.565, 0.503)  -0.211
C (4.421, 1.243, -0.231)  -0.874
H (0.303, 4.230, -1.236)  0.431
F (-1.910, 2.087, 2.723)  -0.215
C (3.119, 2.746, -1.502)  -0.423
C (-0.712, 0.677, -1.050)  0.110
Hg (-1.565, 5.256, 0.759)  0.062
C (-2.267, -1.109, -0.202)  -0.002
H (4.583, 2.108, 0.413)  0.427
C (-3.003, -0.104, 0.415)  -0.980
O (-3.336, 3.744, 2.797)  -0.386
C (-0.036, 3.201, -1.166)  0.046
C (0.739, 2.212, -1.808)  0.129
H (0.572, -5.749, 2.003)  0.342
H (-3.889, -0.363, 0.973)  0.535
N (-1.142, 2.991, -0.485)  -0.288
C (-2.953, 2.778, 2.273)  0.326
N (0.393, 0.945, -1.770)  -0.250
C (-1.471, 1.668, -0.418)  0.044
F (3.646, -0.975, -0.129)  -0.230
H (-4.474, 1.649, 1.258)  0.566
H (2.675, 2.929, -0.521)  0.433
H (-3.863, 2.981, 0.333)  0.414
H (0.287, -4.262, -0.275)  0.261
H (-2.799, -3.387, 1.986)  0.392
H (-3.757, -2.550, 0.133)  0.523
O (-0.967, -2.280, -2.567)  -0.488

***

The following is a DFT calculation (ωB97M-V with the def2-TZVPD basis set) of a single C19H19FN4O4 molecule at a distorted geometry.

Output
- HOMO-LUMO gap (hartree) = 0.3528
- HOMO energy (Eh) = -0.3487
- SMILES = CC(C)(c1ccc(C(N)=O)cn1)[C@H](O)OCc1conc1-c1ccc(F)cn1

Each line ends with the Mulliken charge.
Atoms and positions in Å:
H (-1.662, 0.358, -2.731)  0.231
C (1.983, -4.186, 3.056)  -0.873
C (2.527, -0.448, 0.226)  -0.641
C (1.899, -0.694, 1.397)  1.155
H (-0.571, -0.396, -6.067)  0.239
C (-0.974, 1.150, -2.438)  -0.928
H (-1.093, 1.821, 1.573)  0.509
C (0.595, -4.341, 4.979)  0.372
H (-0.271, -2.454, 5.643)  0.402
C (0.142, 0.905, -4.657)  0.328
H (2.072, 3.785, 0.726)  0.354
C (0.827, 2.586, -2.981)  -0.446
N (0.780, 3.186, -1.769)  -0.434
O (3.318, -1.535, -0.054)  -0.277
O (0.968, 1.519, 1.417)  -0.068
H (1.285, 5.125, -0.046)  0.408
C (-1.028, 1.755, -1.172)  -0.219
H (2.535, 0.482, -0.361)  0.517
O (0.028, 2.870, 2.901)  -0.614
C (-0.135, 2.784, -0.846)  -0.182
C (1.731, -2.784, 3.002)  0.151
H (2.561, -4.661, 2.273)  0.405
C (-0.133, 2.345, 1.631)  -0.681
H (-1.567, 4.712, 1.670)  0.409
N (1.003, -2.171, 3.999)  -0.332
C (2.227, -2.031, 1.795)  0.102
C (1.420, -4.963, 4.034)  -0.332
N (3.036, -2.523, 0.908)  -0.520
H (0.936, 3.195, 3.029)  0.417
H (1.652, 2.871, -3.626)  0.427
F (-0.002, -5.093, 5.933)  -0.287
H (0.017, -0.142, 2.258)  0.320
H (-1.789, 1.463, -0.458)  0.401
C (1.021, 0.280, 2.144)  -0.538
H (1.110, 4.872, 1.709)  0.527
C (0.020, 1.530, -3.359)  0.831
C (-1.398, 4.373, 0.637)  -1.820
H (-2.280, 3.887, 0.244)  0.363
H (-1.250, 5.233, 0.010)  0.450
C (0.417, -2.945, 4.939)  -0.230
H (1.460, 0.431, 3.154)  0.240
H (1.682, -6.024, 4.076)  0.393
N (-0.781, 0.035, -5.189)  -0.350
C (1.160, 4.353, 0.743)  -1.978
H (-1.529, -0.297, -4.597)  0.157
O (1.037, 1.194, -5.418)  -0.640
C (-0.115, 3.459, 0.534)  2.279

***

The following is a DFT calculation (ωB97M-V with the def2-TZVPD basis set) of C19H19I2N4ORuS as an isolated structure at a distorted geometry.

Output
- total charge = +3
- HOMO-LUMO gap (spin up / spin down) (hartree) = 0.2671 / 0.1737
- HOMO energy (spin up / spin down) (Eh) = -0.6147 / -0.6086
- spin multiplicity = 5

Each line ends with the Mulliken charge.
Atoms and positions in Å:
H (0.061, 2.818, -3.828)  0.329
H (-0.959, 5.252, -3.818)  0.398
C (-0.083, 4.210, -0.874)  -0.849
I (5.277, -4.928, 2.957)  0.431
C (-0.050, 4.143, -2.261)  0.799
C (-0.068, 3.035, -0.115)  0.791
H (-1.372, -0.149, 2.218)  0.212
C (3.067, -2.892, 2.369)  -0.516
C (-1.420, -1.215, 1.955)  -0.557
H (0.954, -1.603, 3.246)  0.508
H (-0.160, -2.663, 1.287)  0.270
C (2.541, -1.880, 0.221)  0.808
C (-0.112, 3.023, 1.361)  -1.261
N (-2.071, -0.916, -0.340)  0.043
N (-0.120, -1.639, 1.398)  -0.240
C (4.355, -3.522, 0.401)  -0.107
H (0.784, 5.339, -3.798)  0.401
C (-4.118, -1.688, -1.281)  -0.867
H (-5.431, -2.760, 0.037)  0.469
H (0.695, 2.396, 1.739)  0.243
C (0.023, 1.781, -2.060)  0.056
C (-4.499, -2.225, -0.059)  -0.267
H (-4.753, -1.781, -2.149)  0.442
H (2.906, -2.975, 3.435)  0.470
C (2.272, -2.055, 1.618)  0.325
H (-1.685, -1.777, 2.857)  0.489
H (5.134, -4.109, -0.062)  0.427
N (0.018, 2.902, -2.813)  0.055
C (1.084, -1.321, 2.195)  -0.617
N (-0.023, 1.842, -0.730)  0.226
H (-0.147, 6.241, -2.600)  0.368
O (1.898, -1.063, -0.515)  -0.574
C (4.107, -3.625, 1.774)  -0.390
C (3.598, -2.656, -0.353)  -0.580
C (-0.095, 5.306, -3.151)  -1.419
C (-2.446, -1.414, 0.862)  0.717
S (0.054, 0.208, -2.746)  -0.209
I (3.842, -2.396, -2.434)  0.189
C (-3.654, -2.070, 1.036)  -0.880
C (-2.903, -1.031, -1.382)  0.064
H (-2.580, -0.583, -2.317)  0.439
H (1.249, -0.231, 2.139)  0.126
H (-1.058, 2.594, 1.696)  0.260
H (-0.016, 4.018, 1.783)  0.422
Ru (-0.053, -0.634, -0.513)  0.656
H (-3.924, -2.477, 1.998)  0.454
H (-0.120, 5.171, -0.385)  0.445

***

The following is a DFT calculation (ωB97M-V with the def2-TZVPD basis set) of C19H19IN2O2Pb as an isolated structure at a distorted geometry.

Output
- HOMO-LUMO gap (hartree) = 0.2689
- HOMO energy (Eh) = -0.2684

Each line ends with the Mulliken charge.
Atoms and positions in Å:
C (-1.248, -0.011, -2.339)  0.888
H (2.470, -0.496, 3.543)  0.394
H (0.397, 4.874, 0.094)  0.519
C (-2.649, -0.133, -2.392)  -0.719
C (1.033, -1.011, 5.092)  -0.577
H (2.397, -2.120, -0.841)  0.299
O (2.069, 0.895, 1.473)  -0.817
H (3.683, -0.557, -0.557)  0.298
C (0.307, 3.782, 0.069)  -0.783
H (3.251, -0.335, -2.313)  0.396
C (-0.907, -0.162, 3.248)  -0.236
O (0.088, 0.289, 0.587)  -0.425
I (-1.637, 3.356, 0.840)  -0.015
C (-3.445, 1.007, -2.462)  -0.495
H (0.365, 3.456, -0.976)  0.015
H (-1.814, -2.467, -3.330)  0.395
H (1.726, -4.359, -1.673)  0.403
H (1.058, 3.353, 0.749)  0.277
C (3.454, 0.162, -1.355)  -1.664
H (-3.350, 3.184, -2.574)  0.404
N (0.813, -1.125, -1.713)  0.292
N (-0.640, 1.191, -2.326)  -0.070
H (-0.618, -1.355, 6.433)  0.362
C (-0.400, -1.229, -2.282)  -0.011
C (1.421, -0.541, 3.835)  -0.280
C (1.088, -3.509, -1.886)  -0.816
C (-0.109, -3.615, -2.598)  -0.516
H (-2.352, -0.597, 4.790)  0.377
H (1.791, -1.381, 5.784)  0.375
H (-4.530, 0.932, -2.477)  0.428
C (0.885, 0.372, 1.570)  0.630
H (-1.643, 0.154, 2.501)  0.358
C (-0.869, -2.463, -2.787)  -0.616
C (-1.295, -0.586, 4.522)  -0.584
C (-1.403, 2.279, -2.477)  -0.523
H (4.323, 0.833, -1.486)  0.418
H (-3.071, -1.137, -2.360)  0.349
H (-0.450, -4.572, -2.991)  0.400
C (1.484, -2.243, -1.428)  -0.157
C (-0.323, -1.012, 5.442)  -0.355
H (-0.885, 3.237, -2.541)  0.570
Pb (1.886, 1.533, -0.804)  1.060
C (-2.805, 2.245, -2.520)  -0.547
C (0.458, -0.119, 2.914)  0.299

***

The following is a DFT calculation (ωB97M-V with the def2-TZVPD basis set) of a 4-piece molecular cluster, C19H19N3O15P overall at a distorted geometry.

Output
- total charge = +1
- HOMO-LUMO gap (hartree) = 0.2665
- HOMO energy (Eh) = -0.4224

Each line ends with the Mulliken charge.
Atoms and positions in Å:
H (3.645, 3.356, -1.261)  0.499
O (-0.371, 1.280, -1.758)  -0.180
H (-1.077, -1.471, 5.421)  0.277
H (-3.762, 0.684, -6.007)  0.382
O (-3.198, 1.047, -0.307)  -0.574
C (0.734, 1.693, -2.364)  0.008
O (0.000, -4.998, 2.216)  -0.453
H (0.899, -3.741, 5.078)  0.341
O (-3.945, 2.241, -4.792)  -0.626
O (1.321, 2.500, -0.267)  -0.655
C (4.060, 0.093, 2.491)  1.080
C (0.995, 1.509, -3.664)  -0.888
H (-1.386, -2.889, 1.940)  0.411
C (-3.417, 0.024, -4.313)  0.305
O (2.605, 1.909, -5.347)  -0.605
H (0.740, -1.635, 0.481)  0.256
O (0.857, -3.808, 4.117)  -0.412
C (3.133, 1.247, 2.848)  0.455
C (-3.006, -0.581, -2.034)  1.140
O (-2.691, -1.351, -1.137)  -0.598
H (-2.662, -1.923, 5.496)  0.297
N (-1.769, -2.117, 5.053)  -0.540
C (2.957, 2.867, -1.936)  -1.185
H (-0.591, -5.639, 1.801)  0.343
C (-3.305, 0.844, -1.616)  0.256
C (3.225, 2.685, -3.242)  0.276
H (4.261, 2.821, -4.768)  0.385
O (0.165, 0.092, 1.308)  -0.581
C (-3.686, 1.460, -3.897)  1.169
H (-1.558, -0.401, 1.573)  0.504
H (4.647, 1.934, 3.658)  0.387
C (-3.095, -0.933, -3.427)  -1.148
C (2.239, -0.983, 1.364)  0.290
C (-3.617, 1.804, -2.493)  -0.839
O (3.711, 2.199, 3.537)  -0.573
H (-3.819, 2.825, -2.202)  0.470
O (4.338, 3.073, -3.824)  -0.564
H (0.313, 1.010, -4.339)  0.548
N (-1.320, -2.988, 2.950)  -0.038
H (4.184, -1.840, 1.486)  0.491
H (-3.046, 0.172, 0.105)  0.274
O (-3.524, -0.178, -5.610)  -0.580
H (-2.894, -1.954, -3.718)  0.449
C (2.250, 2.002, -4.189)  0.982
C (1.327, 0.174, 1.716)  0.898
N (-2.537, -1.029, 3.088)  -0.204
O (-2.364, -0.940, 1.709)  -0.514
P (-0.522, -4.500, 3.655)  0.187
C (1.699, 2.397, -1.426)  1.168
H (1.176, 2.087, 2.711)  0.501
C (1.839, 1.267, 2.475)  -1.144
O (5.207, 0.192, 2.875)  -0.602
H (-2.399, -0.139, 3.557)  0.317
C (3.526, -1.020, 1.734)  -0.897
C (-1.854, -2.049, 3.658)  0.472
O (1.649, -1.940, 0.660)  -0.667
H (-0.284, 1.561, -0.822)  0.251